one:
{"formula": "C6H8N4", "method": "ωB97M-V/def2-TZVPD", "multiplicity": 1, "homo_ev": [-6.79, -6.79], "e_lumo_ev": [0.68, 0.69], "elements": ["C", "C", "C", "C", "C", "C", "N", "N", "N", "N", "H", "H", "H", "H", "H", "H", "H", "H"], "xyz": [[-2.43, 0.48, -0.13], [-1.34, 1.26, -0.30], [-2.38, -0.85, 0.26], [-1.11, -1.37, 0.43], [1.11, 1.41, 0.15], [-0.11, 0.62, 0.00], [2.29, 0.78, 0.41], [0.03, -0.69, 0.27], [2.66, -0.44, 0.21], [2.23, -1.18, -0.85], [-3.39, 0.89, -0.25], [-1.28, 2.19, -0.75], [-3.32, -1.23, 0.52], [-0.83, -2.36, 0.83], [0.94, 2.51, 0.00], [2.98, 1.24, 1.02], [2.69, -2.01, -0.79], [1.28, -1.24, -1.05]]}

=====

two:
{"formula": "C6H8N4", "method": "ωB97M-V/def2-TZVPD", "multiplicity": 1, "homo_ev": -9.12, "e_lumo_ev": 0.56, "smiles": "CNCn1cncc1C#N", "elements": ["C", "C", "C", "C", "C", "C", "N", "N", "N", "N", "H", "H", "H", "H", "H", "H", "H", "H"], "xyz": [[0.04, 1.39, -1.48], [2.29, 0.66, -0.67], [1.87, -1.31, -0.01], [0.94, 0.49, -0.84], [-2.29, 0.63, 0.49], [-0.60, -1.30, 0.69], [0.04, 2.27, -2.27], [2.84, -0.48, -0.21], [0.66, -0.78, -0.27], [-1.24, -0.10, 1.13], [2.78, 1.61, -0.75], [2.06, -2.31, 0.22], [-2.98, -0.03, 0.03], [-2.82, 1.23, 1.23], [-1.94, 1.24, -0.30], [-1.21, -2.01, 0.16], [0.02, -1.62, 1.47], [-0.47, 0.42, 1.39]]}

=====

three:
{"formula": "C6H8N4", "method": "ωB97M-V/def2-TZVPD", "multiplicity": 1, "homo_ev": -9.69, "e_lumo_ev": 0.24, "smiles": "N#C[C@]12CNC[C@H]1CN=N2", "elements": ["C", "C", "C", "C", "C", "C", "H", "H", "H", "H", "H", "H", "H", "H", "N", "N", "N", "N"], "xyz": [[1.73, -0.45, 0.43], [0.40, -0.09, -0.11], [0.97, 1.22, -0.73], [-1.03, 1.55, 0.76], [-0.92, 0.06, 0.76], [-1.78, -1.13, 0.37], [1.20, 0.73, -1.82], [2.05, 1.38, -0.41], [-0.06, 3.01, -0.77], [-2.14, 1.55, 0.59], [-0.73, 2.26, 1.73], [-0.74, -0.25, 1.81], [-1.96, -2.00, 1.18], [-2.91, -0.93, 0.27], [2.74, -0.96, 0.80], [-0.31, 1.90, -0.59], [-1.13, -1.65, -0.77], [-0.01, -1.11, -1.07]]}

=====

four:
{"formula": "C6H8N4", "method": "ωB97M-V/def2-TZVPD", "multiplicity": 1, "homo_ev": [-8.48, -6.62], "e_lumo_ev": [-0.29, -0.23], "elements": ["C", "C", "C", "C", "C", "C", "N", "N", "N", "N", "H", "H", "H", "H", "H", "H", "H", "H"], "xyz": [[0.45, 1.78, 1.39], [-0.53, 1.03, 2.12], [0.84, -1.90, -0.85], [-0.38, -2.07, 0.12], [0.88, 0.03, 0.12], [-0.41, 1.21, -2.17], [1.07, 1.31, 0.37], [-0.95, -0.14, 1.74], [1.49, -0.76, -0.76], [-0.13, -0.77, 0.86], [0.44, 2.82, 1.58], [-0.83, 1.53, 3.04], [1.19, -2.81, -1.34], [-1.40, -2.05, -0.47], [-0.51, -2.85, 0.78], [0.46, 0.75, -2.59], [-0.37, 1.98, -1.44], [-1.29, 0.91, -2.50]]}

=====

Stability ranking, top and bottom: two is the most stable and three is the least stable.

=====

one:
{"formula": "C2H7NO3S", "method": "ωB97M-V/def2-TZVPD", "multiplicity": 1, "homo_ev": -9.29, "e_lumo_ev": 0.71, "elements": ["C", "C", "N", "O", "O", "O", "S", "H", "H", "H", "H", "H", "H", "H"], "xyz": [[0.98, -1.04, 1.37], [0.96, 0.49, 1.21], [1.06, 1.02, 0.07], [-2.01, 0.41, -2.32], [-1.50, 0.66, 0.05], [-0.20, -1.05, -1.37], [-0.76, 0.54, -1.18], [1.80, -1.25, 2.12], [0.01, -1.14, 1.73], [1.28, -1.31, 0.40], [0.87, 1.04, 2.20], [0.87, 2.01, 0.15], [-0.56, -1.34, -2.22], [-2.79, 0.96, -2.21]]}

=====

two:
{"formula": "C2H7NO3S", "method": "ωB97M-V/def2-TZVPD", "multiplicity": 1, "homo_ev": [-7.62, -9.06], "e_lumo_ev": [-0.34, 0.03], "elements": ["C", "C", "N", "O", "O", "O", "S", "H", "H", "H", "H", "H", "H", "H"], "xyz": [[1.09, -1.80, -1.65], [-0.82, 2.32, 1.56], [0.31, -0.63, -1.81], [-0.90, -1.42, 1.59], [-1.15, 0.98, 1.86], [0.51, 0.24, -0.82], [-0.18, -0.22, 1.48], [2.15, -1.75, -1.52], [0.77, -2.31, -0.69], [0.96, -2.52, -2.48], [0.37, 2.46, 1.50], [-1.37, 2.93, 2.32], [-1.03, 2.71, 0.45], [-0.71, -0.99, -1.80]]}

=====

Stability ranking, top and bottom: one is the most stable and two is the least stable.

=====

one:
{"formula": "C3H2S2", "method": "ωB97M-V/def2-TZVPD", "multiplicity": 1, "homo_ev": -8.97, "e_lumo_ev": -1.13, "smiles": "C#CC(=S)S", "elements": ["C", "C", "C", "H", "H", "S", "S"], "xyz": [[0.61, 0.09, -0.23], [-0.59, 0.38, 0.46], [-1.67, 0.79, 0.95], [1.81, -1.59, -1.21], [-2.64, 0.97, 1.35], [0.52, -1.55, -0.76], [1.97, 0.90, -0.56]]}

=====

two:
{"formula": "C3H2S2", "method": "ωB97M-V/def2-TZVPD", "multiplicity": 1, "homo_ev": -8.30, "e_lumo_ev": -0.45, "smiles": "C=C=C1SS1", "elements": ["C", "C", "C", "S", "S", "H", "H"], "xyz": [[-0.31, 0.26, -0.67], [-0.81, -0.54, 0.22], [0.93, 0.73, -0.65], [-2.23, -1.32, 1.05], [-0.39, -0.98, 1.76], [1.58, 0.14, -1.21], [1.22, 1.73, -0.51]]}

=====

Stability ranking, top and bottom: one is the most stable and two is the least stable.

=====

one:
{"formula": "C27H54O27", "method": "ωB97M-V/def2-TZVPD", "multiplicity": 1, "homo_ev": -10.80, "e_lumo_ev": 0.38, "smiles": "COC(=O)OC.COC(=O)OC.COC(=O)OC.COC(=O)OC.COC(=O)OC.COC(=O)OC.COC(=O)OC.COC(=O)OC.COC(=O)OC", "elements": ["C", "O", "C", "O", "O", "C", "H", "H", "H", "H", "H", "H", "C", "O", "C", "O", "O", "C", "H", "H", "H", "H", "H", "H", "C", "O", "C", "O", "O", "C", "H", "H", "H", "H", "H", "H", "C", "O", "C", "O", "O", "C", "H", "H", "H", "H", "H", "H", "C", "O", "C", "O", "O", "C", "H", "H", "H", "H", "H", "H", "C", "O", "C", "O", "O", "C", "H", "H", "H", "H", "H", "H", "C", "O", "C", "O", "O", "C", "H", "H", "H", "H", "H", "H", "C", "O", "C", "O", "O", "C", "H", "H", "H", "H", "H", "H", "C", "O", "C", "O", "O", "C", "H", "H", "H", "H", "H", "H"], "xyz": [[-1.58, 1.31, -5.43], [-1.02, 0.65, -4.31], [-0.32, -0.45, -4.59], [-0.08, -0.86, -5.69], [0.08, -0.99, -3.46], [0.78, -2.23, -3.49], [-1.78, 0.57, -6.20], [-0.94, 2.06, -5.89], [-2.54, 1.77, -5.19], [1.68, -2.13, -4.09], [0.11, -2.94, -4.00], [1.03, -2.63, -2.51], [-3.13, -3.96, 4.15], [-1.74, -3.92, 3.89], [-1.06, -3.00, 4.57], [-1.46, -2.37, 5.51], [0.14, -2.89, 4.01], [1.10, -2.13, 4.74], [-3.36, -3.63, 5.16], [-3.56, -4.92, 3.91], [-3.64, -3.22, 3.52], [2.02, -2.06, 4.17], [1.33, -2.64, 5.68], [0.78, -1.10, 4.86], [2.66, -4.00, 1.35], [4.05, -3.65, 1.24], [4.64, -3.10, 2.29], [4.15, -2.96, 3.38], [5.86, -2.69, 1.95], [6.68, -2.19, 3.00], [2.46, -4.38, 0.35], [2.12, -3.07, 1.47], [2.40, -4.74, 2.10], [7.02, -3.01, 3.64], [6.10, -1.53, 3.64], [7.50, -1.59, 2.63], [-8.27, -1.88, -5.60], [-7.41, -1.72, -4.47], [-6.40, -0.89, -4.65], [-6.20, -0.30, -5.66], [-5.65, -0.92, -3.57], [-4.70, 0.10, -3.42], [-8.96, -2.67, -5.30], [-7.72, -2.16, -6.49], [-8.91, -1.01, -5.74], [-4.19, 0.39, -4.34], [-3.96, -0.17, -2.67], [-5.10, 1.05, -3.05], [-1.49, 4.37, 3.04], [-1.42, 5.54, 2.25], [-0.82, 6.61, 2.75], [-0.34, 6.70, 3.83], [-0.86, 7.57, 1.84], [-0.36, 8.87, 2.17], [-1.95, 3.61, 2.42], [-2.06, 4.45, 3.97], [-0.51, 4.03, 3.39], [-0.37, 9.41, 1.23], [0.62, 8.81, 2.63], [-1.04, 9.29, 2.91], [3.77, 0.52, 2.71], [3.28, 1.60, 3.53], [3.02, 1.37, 4.81], [3.06, 0.33, 5.40], [2.74, 2.54, 5.35], [2.65, 2.60, 6.78], [3.13, 0.42, 1.84], [3.83, -0.39, 3.31], [4.81, 0.75, 2.45], [2.28, 1.66, 7.18], [1.96, 3.42, 6.97], [3.58, 2.94, 7.22], [-2.10, -5.04, -3.43], [-2.60, -3.74, -3.76], [-2.83, -3.53, -5.05], [-2.53, -4.22, -5.96], [-3.42, -2.35, -5.16], [-3.66, -1.83, -6.47], [-2.93, -5.70, -3.21], [-1.52, -4.92, -2.52], [-1.43, -5.41, -4.19], [-2.86, -1.99, -7.19], [-3.88, -0.77, -6.37], [-4.58, -2.31, -6.82], [4.61, 5.67, -0.53], [4.99, 4.40, -1.00], [4.24, 3.36, -0.63], [3.38, 3.40, 0.20], [4.53, 2.33, -1.41], [3.76, 1.16, -1.21], [3.90, 6.16, -1.20], [5.51, 6.24, -0.35], [4.12, 5.65, 0.45], [3.61, 1.02, -0.14], [4.34, 0.30, -1.55], [2.76, 1.06, -1.65], [0.30, 1.12, 1.47], [-0.30, -0.12, 1.07], [0.50, -0.98, 0.47], [1.67, -0.85, 0.28], [-0.14, -2.09, 0.13], [-1.54, -2.12, -0.04], [-0.48, 1.85, 1.62], [0.97, 1.44, 0.67], [0.85, 1.02, 2.40], [-1.93, -1.39, -0.74], [-2.08, -2.05, 0.90], [-1.79, -3.08, -0.49]]}

=====

two:
{"formula": "C27H54O27", "method": "ωB97M-V/def2-TZVPD", "multiplicity": 1, "homo_ev": -10.26, "e_lumo_ev": 0.33, "smiles": "COC(=O)OC.COC(=O)OC.COC(=O)OC.COC(=O)OC.COC(=O)OC.COC(=O)OC.COC(=O)OC.COC(=O)OC.COC(=O)OC", "elements": ["C", "O", "C", "O", "O", "C", "H", "H", "H", "H", "H", "H", "C", "O", "C", "O", "O", "C", "H", "H", "H", "H", "H", "H", "C", "O", "C", "O", "O", "C", "H", "H", "H", "H", "H", "H", "C", "O", "C", "O", "O", "C", "H", "H", "H", "H", "H", "H", "C", "O", "C", "O", "O", "C", "H", "H", "H", "H", "H", "H", "C", "O", "C", "O", "O", "C", "H", "H", "H", "H", "H", "H", "C", "O", "C", "O", "O", "C", "H", "H", "H", "H", "H", "H", "C", "O", "C", "O", "O", "C", "H", "H", "H", "H", "H", "H", "C", "O", "C", "O", "O", "C", "H", "H", "H", "H", "H", "H"], "xyz": [[18.81, 6.52, -10.09], [20.06, 7.05, -10.45], [20.40, 8.33, -10.14], [19.74, 9.06, -9.42], [21.52, 8.60, -10.82], [22.02, 9.93, -10.94], [18.68, 5.51, -10.49], [18.04, 7.20, -10.45], [18.64, 6.37, -9.02], [21.45, 10.47, -11.69], [23.07, 9.79, -11.20], [21.99, 10.55, -10.04], [24.11, 9.03, -4.78], [23.45, 8.46, -5.89], [22.84, 7.35, -5.89], [22.85, 6.54, -5.00], [22.26, 7.16, -7.07], [21.93, 5.78, -7.47], [24.11, 10.11, -4.93], [25.15, 8.72, -4.86], [23.67, 8.73, -3.83], [21.50, 5.77, -8.47], [21.06, 5.41, -6.92], [22.69, 5.00, -7.43], [22.52, 13.19, -3.35], [21.64, 14.20, -3.75], [21.82, 15.43, -3.22], [22.41, 15.70, -2.17], [21.41, 16.35, -4.05], [21.65, 17.69, -3.85], [23.47, 13.69, -3.12], [22.61, 12.34, -4.02], [22.15, 12.73, -2.43], [21.45, 17.96, -2.82], [20.91, 18.24, -4.44], [22.69, 18.00, -3.94], [25.38, 12.17, -11.84], [26.54, 11.99, -12.71], [27.03, 12.93, -13.44], [26.67, 14.12, -13.37], [28.00, 12.54, -14.28], [28.55, 13.27, -15.37], [24.83, 11.23, -11.77], [24.73, 12.96, -12.22], [25.84, 12.36, -10.87], [29.59, 13.16, -15.66], [28.31, 14.33, -15.26], [27.99, 13.09, -16.29], [24.24, 15.24, -6.15], [24.25, 13.84, -6.04], [24.12, 13.19, -7.24], [23.78, 13.64, -8.34], [24.61, 11.90, -7.02], [24.75, 11.03, -8.10], [24.30, 15.90, -5.29], [23.37, 15.52, -6.75], [25.14, 15.56, -6.68], [23.76, 10.70, -8.43], [25.34, 10.14, -7.88], [25.22, 11.48, -8.97], [29.95, 17.27, -1.41], [28.75, 16.51, -1.36], [27.54, 16.97, -1.19], [27.27, 18.12, -0.89], [26.77, 16.01, -1.42], [25.37, 16.17, -1.64], [30.22, 17.61, -2.41], [30.80, 16.70, -1.04], [29.83, 18.17, -0.80], [25.05, 15.70, -2.57], [25.08, 17.22, -1.56], [24.96, 15.66, -0.77], [21.70, 22.81, -7.77], [22.21, 21.53, -8.11], [21.79, 20.36, -7.46], [21.00, 20.33, -6.48], [22.24, 19.30, -8.14], [21.60, 18.02, -7.90], [21.41, 23.02, -6.75], [20.83, 22.93, -8.43], [22.38, 23.59, -8.10], [20.97, 18.11, -7.01], [22.41, 17.29, -7.86], [20.95, 17.72, -8.72], [26.01, 12.34, -3.37], [26.51, 12.93, -2.18], [27.06, 12.21, -1.16], [27.32, 11.03, -1.15], [27.24, 13.04, -0.13], [27.77, 12.58, 1.12], [26.69, 11.61, -3.79], [26.03, 13.09, -4.16], [25.02, 11.93, -3.14], [27.10, 11.84, 1.57], [27.99, 13.38, 1.83], [28.73, 12.13, 0.91], [28.57, 13.65, -7.51], [28.58, 12.34, -6.90], [28.29, 11.17, -7.59], [27.78, 11.11, -8.72], [28.47, 10.14, -6.77], [27.95, 8.86, -7.09], [27.70, 14.24, -7.25], [28.60, 13.70, -8.60], [29.41, 14.22, -7.11], [26.86, 8.89, -7.08], [28.28, 8.29, -6.23], [28.44, 8.40, -7.95]]}

=====

Stability ranking, top and bottom: one is the most stable and two is the least stable.

=====

one:
{"formula": "C4H7NS3", "method": "ωB97M-V/def2-TZVPD", "multiplicity": 1, "homo_ev": -8.79, "e_lumo_ev": -0.52, "smiles": "C=NS[C@@H](C=S)CS", "elements": ["C", "C", "C", "C", "H", "H", "H", "H", "H", "H", "H", "N", "S", "S", "S"], "xyz": [[-1.17, -0.87, -0.37], [-0.50, -0.37, 0.86], [2.90, 0.21, -0.91], [-0.66, 1.13, 1.00], [-3.21, 0.25, -0.27], [-0.91, -0.21, -1.24], [-0.80, -1.81, -0.65], [-0.82, -0.93, 1.72], [3.03, 0.82, -1.83], [3.75, -0.03, -0.30], [-0.36, 1.49, 2.02], [1.67, -0.05, -0.65], [-2.96, -1.07, -0.25], [1.34, -0.75, 0.87], [-1.31, 2.20, -0.01]]}

=====

two:
{"formula": "C4H7NS3", "method": "ωB97M-V/def2-TZVPD", "multiplicity": 1, "homo_ev": -8.95, "e_lumo_ev": -0.62, "smiles": "S=C(S)[C@@H]1NC[C@H]1S", "elements": ["C", "C", "C", "C", "H", "H", "H", "H", "H", "H", "H", "N", "S", "S", "S"], "xyz": [[0.94, -0.02, -0.45], [1.33, 1.42, -0.01], [-0.33, 0.18, 0.37], [-1.62, -0.47, 0.09], [1.33, -2.27, -0.38], [0.39, 0.04, -1.47], [2.10, 2.09, -0.76], [1.57, 1.38, 1.30], [-1.02, 2.21, 0.69], [0.00, -0.02, 1.33], [-2.23, -3.04, -0.46], [-0.33, 1.60, -0.09], [2.17, -1.11, -0.06], [-1.13, -2.15, 0.08], [-3.18, 0.16, -0.18]]}

=====

three:
{"formula": "C4H7NS3", "method": "ωB97M-V/def2-TZVPD", "multiplicity": 1, "homo_ev": -8.70, "e_lumo_ev": -0.52, "smiles": "C=NS[C@@H](C=S)CS", "elements": ["C", "C", "C", "C", "H", "H", "H", "H", "H", "H", "H", "N", "S", "S", "S"], "xyz": [[1.08, 0.64, -0.82], [0.99, -0.35, 0.40], [-2.58, 0.98, 1.29], [0.38, -1.65, -0.04], [1.93, -0.50, -2.67], [0.19, 0.58, -1.44], [1.13, 1.64, -0.43], [1.91, -0.63, 0.92], [-3.46, 1.21, 0.72], [-2.58, 1.15, 2.41], [0.37, -2.40, 0.76], [-1.54, 0.51, 0.72], [2.54, 0.45, -1.91], [-0.17, 0.27, 1.67], [-0.19, -1.89, -1.59]]}

=====

Stability ranking, top and bottom: one is the most stable and two is the least stable.